No. 1
{"formula": "C39H31GeN3O5PdS2", "method": "ωB97M-V/def2-TZVPD", "multiplicity": 2, "e_homo_ev": [-4.590, -4.591], "total_energy_ha": -5046.4357, "charge": -1, "lumo_ev": [1.1, 1.3], "de_lowest_kj_mol": 162.6, "homo_lumo_gap_ev": [5.726, 5.868], "species": ["O", "C", "C", "C", "H", "H", "H", "H", "C", "C", "H", "H", "C", "C", "C", "H", "H", "C", "C", "H", "C", "H", "C", "C", "C", "C", "H", "O", "H", "H", "H", "C", "C", "C", "N", "H", "C", "C", "H", "C", "O", "C", "C", "Pd", "H", "S", "C", "C", "C", "C", "H", "H", "S", "H", "C", "C", "H", "H", "N", "C", "C", "H", "H", "H", "H", "C", "Ge", "C", "H", "C", "C", "H", "O", "C", "O", "C", "H", "N", "H", "H", "C", "C"], "coordinates": [[-3.611, 3.314, 0.890], [-1.041, -1.991, -2.048], [2.770, -1.718, 0.509], [-0.527, -3.741, 2.063], [2.473, -0.486, -3.102], [-2.321, 1.798, -2.003], [0.451, -4.199, 1.992], [1.539, 5.916, 0.253], [0.312, 3.841, -3.267], [1.091, 1.677, -3.929], [5.257, -5.636, 0.015], [-3.018, -3.893, -4.053], [0.230, -3.754, -3.118], [3.835, -2.943, 2.373], [-1.409, 4.602, 1.400], [-3.126, -1.961, -2.530], [4.782, -4.035, 3.952], [-2.686, -3.633, 3.110], [-2.119, -3.551, -3.555], [-0.602, 7.548, 2.775], [-0.909, -4.196, -3.773], [-3.409, -3.997, 3.831], [0.160, -2.661, -2.265], [0.139, 5.637, 3.404], [-0.694, 2.341, 1.700], [-2.179, -2.461, -2.700], [1.928, 4.190, 0.460], [0.687, 4.731, -1.133], [-0.117, -2.324, 0.547], [-4.980, -2.239, 3.186], [-3.288, 0.356, -2.329], [4.867, -4.872, 0.675], [-1.462, -4.229, 2.996], [1.782, 4.987, -0.262], [-1.397, 2.174, 0.597], [3.929, -3.760, -0.906], [0.146, 4.265, 3.193], [-2.273, 0.747, -2.251], [-3.941, 0.529, 0.093], [-2.477, -0.963, 0.482], [1.713, 2.176, -0.368], [-1.445, 5.961, 1.608], [1.523, 1.421, -2.621], [0.683, 0.334, 0.387], [3.409, -2.189, 3.020], [-2.313, 3.538, 0.300], [-0.636, 6.479, 2.613], [-0.624, 3.755, 2.160], [4.121, -3.825, 0.157], [-4.591, -0.798, 1.658], [-1.201, -5.071, 3.625], [0.760, 6.057, 4.185], [-0.068, 1.066, 2.615], [1.238, 0.913, -4.686], [3.603, -2.849, 1.002], [-2.113, -2.056, 1.327], [0.748, 3.598, 3.795], [-1.783, 0.648, -3.220], [2.936, -1.353, -0.747], [1.339, 2.403, -1.585], [-0.850, -2.690, 1.253], [1.060, -2.326, -1.759], [1.178, -4.256, -3.270], [-0.180, 4.779, -3.489], [5.699, -5.768, 2.440], [5.111, -4.952, 2.040], [-1.236, -0.315, -0.938], [-4.284, -1.875, 2.439], [-0.858, -5.038, -4.453], [-3.683, -0.344, 0.682], [0.787, 3.658, -1.989], [-2.069, 6.597, 0.995], [1.957, -1.178, 1.325], [4.596, -3.980, 2.887], [-2.317, 3.990, -1.058], [2.117, 0.154, -2.291], [-5.538, -0.287, 1.782], [2.226, -0.252, -1.072], [0.073, 3.021, -5.242], [2.708, 5.117, -0.834], [0.452, 2.852, -4.243], [-3.038, -2.529, 2.298]], "mulliken_spin": [0.0029, -0.0099, 0.0090, 0.0064, 0.0076, 0.0006, 0.0003, 0.0002, -0.0135, -0.0161, 0.0000, 0.0001, 0.0020, 0.0032, 0.0001, 0.0004, 0.0001, -0.0005, 0.0005, -0.0001, 0.0001, 0.0001, -0.0159, 0.0018, 0.0208, 0.0008, -0.0001, 0.0003, 0.0326, 0.0001, 0.0000, 0.0002, 0.0009, 0.0012, 0.0112, -0.0010, 0.0047, -0.0013, 0.0008, -0.0018, 0.0867, 0.0013, -0.0173, 0.5549, 0.0013, 0.0000, -0.0005, -0.0206, 0.0027, 0.0001, -0.0001, 0.0000, 0.0548, 0.0001, 0.0106, -0.0011, -0.0024, 0.0003, 0.0158, -0.0146, -0.0269, -0.0010, 0.0002, -0.0001, 0.0000, 0.0001, 0.0537, 0.0005, -0.0001, -0.0001, 0.0257, 0.0001, 0.0670, -0.0003, 0.0003, 0.0408, 0.0000, 0.1022, 0.0007, 0.0003, 0.0157, 0.0003]}

No. 2
{"formula": "C39H32AlN5OP2S5Se2", "method": "ωB97M-V/def2-TZVPD", "multiplicity": 1, "e_homo_ev": -6.827, "total_energy_ha": -9573.5475, "charge": 0, "lumo_ev": -1.0, "de_lowest_kj_mol": 0.0, "homo_lumo_gap_ev": 5.822, "species": ["C", "H", "C", "C", "H", "S", "H", "C", "C", "C", "P", "C", "H", "N", "H", "H", "C", "C", "H", "N", "N", "Al", "H", "S", "C", "S", "C", "C", "C", "C", "Se", "H", "H", "C", "H", "C", "H", "C", "C", "H", "H", "C", "Se", "C", "O", "C", "C", "H", "C", "H", "C", "H", "C", "H", "C", "C", "H", "C", "C", "H", "H", "C", "C", "H", "H", "H", "C", "C", "H", "H", "H", "H", "H", "H", "N", "C", "P", "C", "N", "C", "C", "S", "C", "S", "C", "H", "H"], "coordinates": [[-1.617, -3.697, 5.352], [-2.075, -4.509, 5.902], [2.594, -2.441, -0.009], [-0.168, -3.272, -3.283], [-1.875, 4.036, 2.976], [-6.300, 0.349, -7.511], [0.410, 3.163, 6.487], [-0.059, 1.278, 3.713], [2.312, 2.234, 0.908], [2.618, 3.560, 1.162], [0.487, -0.327, 3.070], [-1.238, 3.363, 3.536], [-2.508, -2.176, 6.567], [-1.502, -0.736, 1.318], [1.558, -2.703, -0.195], [3.179, -4.426, 0.539], [-1.721, -4.628, -2.087], [2.899, 4.425, 0.112], [3.097, 4.639, -2.015], [-0.634, 7.103, -1.954], [-0.811, -0.474, -0.696], [-1.133, -0.361, -2.628], [-0.046, -5.440, -3.260], [-3.420, -0.139, -2.459], [-5.111, 0.177, -6.402], [-3.436, -0.063, -6.797], [0.274, -0.259, 0.089], [-0.783, -3.972, 4.274], [-1.368, 2.394, -1.319], [-0.715, 5.963, -2.061], [2.560, -0.617, 3.306], [-2.594, -2.804, -1.194], [-1.248, 1.845, 2.016], [-0.188, -2.935, 3.581], [6.274, -1.466, 0.638], [0.044, 2.873, 5.511], [-1.387, -4.795, -4.219], [-2.829, -0.152, -5.157], [0.415, 1.654, 4.969], [0.012, -2.854, -4.271], [-1.151, -4.792, -1.170], [-0.435, -1.616, 3.955], [1.541, -0.286, -2.865], [2.578, 2.637, -1.459], [-1.116, -2.423, -2.586], [5.243, -1.738, 0.453], [-0.881, 2.136, 2.993], [-0.101, 1.983, -4.285], [-1.860, -2.386, 5.726], [2.555, 2.268, -2.477], [-1.316, 3.762, -1.156], [-3.054, -3.118, -2.877], [-0.800, 4.540, -2.189], [4.649, 0.260, -0.094], [-3.736, -0.033, -4.171], [-0.366, 3.899, -3.346], [1.087, 0.992, 5.502], [-2.252, -3.210, -2.141], [3.501, -3.402, 0.397], [0.766, -3.265, -2.717], [-1.795, 1.765, -0.549], [4.823, -3.047, 0.634], [2.293, 1.772, -0.407], [2.114, 1.556, 1.728], [0.487, -3.139, 2.757], [0.025, 4.465, -4.179], [2.880, 3.965, -1.196], [-1.273, -1.340, 5.026], [-1.475, -0.316, 5.310], [-0.594, -5.000, 3.990], [-1.677, 4.221, -0.246], [5.530, -3.799, 0.959], [-2.524, -5.360, -2.141], [-1.075, 4.680, 5.218], [-0.924, 1.775, -2.416], [-0.186, -0.419, 1.398], [1.812, 0.066, -0.777], [-0.800, -4.657, -3.310], [-1.858, -0.761, 0.071], [-0.439, 2.522, -3.411], [-0.785, 3.727, 4.794], [-5.393, 0.208, -4.687], [4.340, -0.769, 0.043], [-1.113, -0.389, -4.946], [3.016, -1.124, -0.167], [3.136, 5.462, 0.315], [2.636, 3.917, 2.184]], "mulliken_charge": [-0.5265, 0.3721, -0.3599, -0.4067, 0.4361, -0.2524, 0.4225, 0.2412, 0.1363, -0.7779, 1.1526, -0.6041, 0.4016, -0.7682, 0.6569, 0.4529, -0.6371, -0.6492, 0.4475, -0.4870, 1.3693, -0.4681, 0.3784, -0.4608, 0.1466, -0.1120, -0.1333, -0.6814, -0.3506, -0.3087, -0.2160, 0.3055, 0.3359, -0.4289, 0.4218, -0.8021, 0.3321, 0.0945, -0.6215, 0.2276, 0.2889, 0.5205, -0.2102, -0.7880, 0.6219, -0.6743, -0.0278, 0.4976, -0.6971, 0.4490, -0.8227, 0.3767, 0.5758, 0.4418, 0.1381, -0.7311, 0.4506, -0.5693, -0.9333, 0.2295, 0.6059, -0.6001, 0.4527, -0.0519, 0.3297, 0.5277, -0.6335, -0.4170, 0.3704, 0.4153, 0.6431, 0.4041, 0.3766, 0.4069, 0.6282, 0.0298, 1.1417, -0.7068, -0.6534, -0.3565, -0.5902, -0.0922, -0.6997, -0.4495, 0.5640, 0.4136, 0.5255]}

no.,F_max (eV/Å)
1,2.11
2,0.60